{"formula": "C46H48Cl2I2N3O17", "method": "ωB97M-V with the def2-TZVPD basis set", "e_lumo_ev": -4.067, "homo_energy_ev": -11.317, "total_charge": 1, "max_force_ev_per_a": 5.03, "gap_ha": 0.26644, "species": ["C", "C", "O", "N", "C", "C", "C", "N", "C", "C", "C", "C", "C", "C", "C", "C", "C", "C", "C", "I", "C", "C", "I", "C", "N", "C", "Cl", "C", "C", "Cl", "H", "H", "H", "H", "H", "H", "H", "H", "H", "H", "H", "H", "H", "H", "H", "H", "H", "H", "H", "H", "H", "H", "H", "H", "H", "H", "H", "H", "H", "H", "H", "H", "C", "C", "C", "O", "C", "C", "C", "O", "O", "O", "H", "H", "H", "H", "C", "C", "C", "O", "C", "C", "C", "O", "O", "O", "H", "H", "H", "H", "C", "C", "C", "O", "C", "C", "C", "O", "O", "O", "H", "H", "H", "H", "C", "C", "C", "O", "C", "C", "C", "O", "O", "O", "H", "H", "H", "H"], "coordinates": [[1.23787, 4.77562, -1.28310], [0.39329, 3.66919, -2.05966], [0.71448, 3.47046, -3.27537], [-0.74144, 2.89281, -1.54977], [-1.66497, 3.65189, -0.65562], [-0.39005, 1.57090, -1.05363], [0.71762, 1.20987, -0.04345], [1.60201, 2.25331, 0.50575], [2.75712, 2.13974, -0.16909], [4.10545, 2.76858, 0.47184], [2.93119, 1.43264, -1.58545], [0.98040, -0.26026, 0.47578], [2.07723, -0.64877, 1.55763], [3.53287, -0.98645, 0.98373], [3.69345, -2.48899, 0.39756], [5.15007, -3.01914, 0.92029], [3.78865, -2.47602, -1.20711], [0.01912, -1.34759, -0.13921], [0.04255, -2.89632, 0.24789], [0.23270, -4.09152, -1.56197], [-1.36849, -3.21630, 1.02362], [-1.08064, -4.45712, 2.02151], [-1.94429, -1.50026, 2.27162], [-1.06602, -0.90019, -1.17236], [-1.21384, 0.46793, -1.56181], [-2.28342, 0.79522, -2.55489], [-3.96687, 1.21914, -1.98621], [-1.96846, 0.80944, -3.93962], [-0.54339, 0.46788, -4.56408], [-3.31866, 1.27533, -5.08181], [2.34405, 4.80507, -1.54969], [1.04459, 4.66273, -0.15166], [0.78872, 5.79902, -1.56710], [-1.97228, 2.95652, 0.20631], [-2.63882, 3.83308, -1.25342], [-1.29964, 4.67354, -0.31770], [3.95937, 2.99467, 1.57692], [4.41592, 3.68263, -0.15319], [4.92371, 1.97717, 0.27153], [3.00063, 0.27863, -1.52659], [2.11012, 1.65444, -2.34385], [3.93126, 1.75823, -2.08681], [2.19276, 0.20675, 2.32591], [1.66665, -1.54077, 2.15849], [4.25351, -0.93845, 1.88826], [3.94457, -0.24623, 0.22295], [2.93613, -3.22477, 0.82629], [5.59928, -3.77390, 0.19604], [5.86590, -2.14446, 1.15195], [4.95311, -3.51418, 1.94658], [4.68969, -1.82220, -1.50344], [3.99117, -3.55799, -1.54795], [2.83593, -2.08404, -1.70670], [0.85497, -3.07638, 1.02796], [-2.18547, -3.52112, 0.28525], [-1.57286, -4.29317, 3.04324], [-1.48361, -5.39922, 1.48755], [0.02646, -4.65453, 2.21242], [-1.76187, -1.70613, -1.61079], [-0.73094, 0.17800, -5.66548], [0.13045, 1.39148, -4.59449], [0.01185, -0.37324, -4.01262], [-7.05678, -0.28810, 3.96460], [-5.81839, -0.59408, 4.35671], [-5.47882, -1.95638, 4.86415], [-4.33373, -2.20966, 5.19687], [-6.55626, -2.94730, 4.94669], [-7.79546, -2.63904, 4.55740], [-8.12856, -1.28757, 4.02498], [-9.26612, -1.04726, 3.66188], [-8.80489, -3.54755, 4.63082], [-4.81506, 0.32982, 4.30691], [-7.31634, 0.69423, 3.59286], [-6.30103, -3.92508, 5.33279], [-9.59628, -3.08495, 4.29141], [-4.01960, -0.12930, 4.64025], [-4.06700, -9.35769, 1.76612], [-4.15061, -8.03367, 1.62147], [-3.84578, -7.37319, 0.31995], [-3.95109, -6.16094, 0.21962], [-3.42168, -8.22016, -0.79849], [-3.33457, -9.54468, -0.65338], [-3.66579, -10.20777, 0.64024], [-3.59259, -11.41986, 0.73096], [-2.94017, -10.34261, -1.68106], [-4.51930, -7.23081, 2.65817], [-4.28754, -9.84937, 2.70427], [-3.18649, -7.72680, -1.73201], [-2.96011, -11.25321, -1.32565], [-4.50551, -6.32194, 2.30045], [4.29568, 3.80407, -5.45654], [4.66741, 3.91764, -6.73431], [6.03817, 3.53652, -7.18156], [6.33660, 3.63534, -8.35743], [6.98323, 3.05589, -6.16762], [6.61187, 2.94610, -4.89073], [5.23305, 3.30136, -4.44946], [4.92167, 3.17078, -3.27422], [7.47940, 2.50383, -3.93789], [3.81005, 4.38463, -7.67964], [3.30343, 4.07493, -5.11899], [7.97974, 2.79943, -6.50137], [6.97440, 2.51344, -3.10238], [4.31354, 4.36970, -8.51761], [-1.25549, 6.82598, 2.63595], [-0.90806, 7.97714, 3.21725], [0.34900, 8.09832, 4.01087], [0.64394, 9.16803, 4.51115], [1.18594, 6.90256, 4.15979], [0.83586, 5.75210, 3.58129], [-0.40629, 5.63897, 2.76593], [-0.68337, 4.57376, 2.23712], [1.60144, 4.63217, 3.71195], [-1.68633, 9.08576, 3.10797], [-2.16334, 6.72506, 2.05597], [2.08596, 6.99858, 4.75222], [1.13715, 3.93876, 3.20231], [-1.21994, 9.78186, 3.61181]]}

---

{"formula": "C46H48Cl3GeN8RbS4Te", "method": "ωB97M-V with the def2-TZVPD basis set", "e_lumo_ev": [1.546, 1.455], "homo_energy_ev": [-4.018, -4.267], "total_charge": -1, "max_force_ev_per_a": 0.18, "gap_ha": [0.20448, 0.21029], "spin_multiplicity": 2, "species": ["Rb", "C", "C", "C", "C", "C", "C", "N", "C", "C", "C", "C", "C", "N", "C", "C", "C", "C", "C", "C", "N", "H", "H", "H", "H", "H", "H", "H", "H", "H", "H", "H", "H", "H", "H", "H", "C", "C", "C", "C", "C", "C", "N", "N", "C", "C", "C", "C", "C", "N", "H", "H", "H", "H", "H", "H", "H", "H", "H", "S", "S", "S", "S", "C", "C", "N", "C", "C", "C", "C", "N", "H", "H", "H", "H", "H", "H", "H", "H", "H", "H", "H", "H", "H", "H", "Cl", "Ge", "Cl", "Cl", "Te", "C", "C", "C", "C", "C", "C", "C", "C", "C", "C", "C", "C", "H", "H", "H", "H", "H", "H", "H", "H", "H", "H"], "coordinates": [[0.49794, -0.06017, 0.03379], [1.25136, -4.77064, -0.49163], [1.44796, -3.85757, -1.66232], [2.68523, -3.78939, -2.30651], [2.83191, -2.96438, -3.40059], [1.73879, -2.22828, -3.83827], [0.55736, -2.33224, -3.12312], [0.40575, -3.12067, -2.05773], [-0.65492, -1.58705, -3.58262], [-1.31530, -2.02961, -4.72536], [-2.44675, -1.35708, -5.14413], [-2.86764, -0.25728, -4.41844], [-2.13667, 0.13017, -3.29949], [-1.05496, -0.52802, -2.87719], [-2.57163, 1.35068, -2.55849], [-3.91659, 1.53486, -2.26886], [-4.31025, 2.72048, -1.67063], [-3.35031, 3.68069, -1.41283], [-2.01622, 3.40685, -1.71451], [-0.92856, 4.38318, -1.37476], [-1.63782, 2.25890, -2.27634], [1.83622, -5.68277, -0.61208], [1.58331, -4.28418, 0.42811], [0.19661, -5.00189, -0.36666], [3.51653, -4.36060, -1.91658], [3.78674, -2.88780, -3.90606], [1.80064, -1.57431, -4.69901], [-0.94441, -2.89699, -5.25429], [-2.99022, -1.67974, -6.02345], [-3.73524, 0.31417, -4.71981], [-4.63486, 0.76141, -2.49632], [-5.34934, 2.87713, -1.40703], [-3.61271, 4.62369, -0.94996], [-0.15875, 4.36474, -2.14417], [-0.46112, 4.08731, -0.43262], [-1.32211, 5.39395, -1.26159], [5.88662, 2.14184, 3.22048], [5.41282, 1.68598, 2.00121], [4.07588, 1.85333, 1.67727], [3.22221, 2.47039, 2.57921], [3.68777, 2.92152, 3.81263], [5.02475, 2.75887, 4.12347], [1.86338, 2.57407, 2.15477], [1.11139, 3.10770, 2.97949], [-0.26635, 3.15595, 2.59436], [-1.06454, 3.98850, 3.36585], [-2.41530, 4.06593, 3.06953], [-2.91234, 3.29065, 2.03616], [-2.03006, 2.47004, 1.34320], [-0.72765, 2.40857, 1.59931], [6.92528, 1.98754, 3.48498], [6.06963, 1.15815, 1.32353], [3.67201, 1.48157, 0.74464], [2.99696, 3.37471, 4.50856], [5.39742, 3.09410, 5.08342], [-0.61491, 4.54481, 4.17618], [-3.06742, 4.71125, 3.64452], [-3.95926, 3.29840, 1.76613], [-2.39525, 1.82582, 0.55144], [0.64088, -0.18035, 3.41793], [0.38687, -1.80049, 4.47959], [-0.73149, -3.22637, 3.46792], [-0.89476, -2.78378, 1.54267], [3.88216, 4.82786, -0.33391], [3.56632, 4.47905, -1.78493], [3.82933, 3.11369, -2.20627], [5.17690, 2.76985, -2.63630], [6.03088, 2.14028, -1.53851], [2.87506, 2.13307, -2.03377], [3.04450, 0.87789, -2.84767], [1.83213, 2.22338, -1.29610], [3.65458, 5.88154, -0.15460], [4.93422, 4.66290, -0.09891], [3.29535, 4.23182, 0.36104], [4.14735, 5.12962, -2.44351], [2.51307, 4.69098, -1.99146], [5.64494, 3.68661, -3.00115], [5.12428, 2.09055, -3.48794], [6.15892, 2.81845, -0.69460], [7.01849, 1.87857, -1.92484], [5.56287, 1.22774, -1.16235], [3.14997, 1.11583, -3.90910], [2.15763, 0.26800, -2.71001], [3.90441, 0.28939, -2.52847], [1.80779, 3.07682, -0.74343], [5.43947, -1.66329, 2.69530], [3.65486, -2.64298, 1.66064], [3.52142, -1.12459, -0.15277], [4.90459, -4.20034, 0.48641], [-3.51382, -1.21117, 0.75907], [-5.31749, -0.04628, 0.64694], [-6.18961, -0.23113, -0.42369], [-7.32965, 0.55054, -0.56146], [-7.62483, 1.52417, 0.38481], [-6.77735, 1.69477, 1.47233], [-5.63521, 0.91465, 1.60171], [-3.69655, -1.32221, 2.85391], [-2.91622, -0.52081, 3.67456], [-3.04339, -0.60763, 5.05565], [-3.95846, -1.48354, 5.61709], [-4.74140, -2.28678, 4.79617], [-4.60658, -2.21161, 3.41794], [-5.98693, -1.00980, -1.15224], [-7.99606, 0.39010, -1.40118], [-8.51767, 2.12949, 0.28684], [-7.01072, 2.43341, 2.23106], [-4.99065, 1.04491, 2.46479], [-2.17310, 0.13742, 3.24454], [-2.40345, -0.00074, 5.68441], [-4.05135, -1.55415, 6.69396], [-5.44826, -2.98311, 5.23092], [-5.20377, -2.85032, 2.77883]]}